{"formula": "C4H3MnNO4", "method": "the ωB97M-V functional and the def2-TZVPD basis", "de_lowest_kj_mol": 42.4, "s_squared": 8.77, "multiplicity": 6, "total_charge": 2, "e_tot_ev": -45174.029, "orbital_gap_ev": [8.355, 10.378], "elements": ["Mn", "O", "C", "C", "O", "C", "O", "C", "O", "N", "H", "H", "H"], "xyz": [[0.023, 0.052, -0.215], [2.061, -2.439, 0.481], [1.298, -1.605, 0.281], [-1.426, 0.166, -1.278], [-2.317, 0.252, -2.038], [0.839, 1.615, 0.116], [1.445, 2.623, 0.217], [0.995, -0.007, -1.758], [1.611, 0.014, -2.746], [-0.981, -0.140, 1.493], [-1.665, 0.621, 1.601], [-0.373, -0.124, 2.319], [-1.510, -1.029, 1.528]], "mulliken_spin": [4.443, 0.022, 0.055, -0.058, 0.167, -0.006, 0.171, -0.010, 0.128, 0.078, 0.005, 0.003, 0.002]}